The following is a DFT calculation (ωB97M-V with the def2-TZVPD basis set) of a molecular structure, C23H36BBiN4O5SSi2.

- Charge: -2

Each line ends with the natural charge from an NBO analysis.
Geometry (Å):
Bi 0.581 0.021 0.389  0.8102
O -0.494 3.066 -1.726  -0.7296
C -1.712 2.386 -2.000  -0.0732
C -2.618 2.267 -0.779  -0.2490
N -2.503 0.991 -0.090  -0.4390
C -3.101 1.062 1.238  -0.3352
C -2.376 2.017 2.216  0.7536
O -3.103 2.825 2.831  -0.7676
O -1.134 1.847 2.310  -0.7954
C -3.060 -0.116 -0.849  -0.3448
C -2.213 -1.389 -0.961  0.7968
O -2.609 -2.218 -1.796  -0.7591
O -1.202 -1.541 -0.198  -0.8107
H 0.080 2.466 -1.235  0.4817
H -2.210 2.975 -2.773  0.1586
H -1.508 1.393 -2.416  0.1755
H -2.333 3.056 -0.081  0.2340
H -3.669 2.452 -1.074  0.1443
H -4.161 1.361 1.180  0.1603
H -3.051 0.060 1.669  0.2015
H -4.000 -0.448 -0.386  0.1949
H -3.312 0.179 -1.868  0.2016
C 1.135 0.187 4.093  -1.1442
Si 0.386 -0.950 2.810  1.2994
C -1.339 -1.438 3.358  -1.1353
C 1.364 -2.587 2.856  -0.4389
C 1.455 -3.280 4.070  -0.2006
C 2.125 -4.489 4.171  -0.2338
C 2.734 -5.032 3.045  -0.2556
C 2.660 -4.354 1.838  -0.1408
C 1.978 -3.136 1.717  -0.4707
Si 1.876 -2.292 0.013  1.2190
C 1.067 -3.570 -1.116  -1.1319
C 3.648 -2.128 -0.610  -1.1320
H 0.943 -0.166 5.111  0.2137
H 0.695 1.180 3.972  0.2782
H 2.215 0.273 3.944  0.2396
H -1.283 -2.074 4.247  0.2149
H -1.841 -1.992 2.560  0.2462
H -1.934 -0.556 3.598  0.2509
H 0.989 -2.862 4.959  0.1949
H 2.171 -5.008 5.122  0.1910
H 3.264 -5.976 3.110  0.1897
H 3.148 -4.781 0.964  0.1828
H 1.599 -4.526 -1.065  0.2057
H 1.099 -3.203 -2.146  0.2163
H 0.020 -3.714 -0.839  0.2635
H 4.114 -3.110 -0.745  0.2081
H 4.258 -1.543 0.081  0.2492
H 3.658 -1.609 -1.574  0.2373
B 5.304 1.792 0.908  -0.5734
C 3.851 1.168 0.996  0.3884
N 2.798 0.695 1.041  -0.6305
H 5.843 1.674 1.993  -0.0118
H 5.196 2.962 0.592  -0.0060
H 5.897 1.159 0.050  -0.0094
C -1.317 -4.249 -5.489  -0.6550
C -0.729 -2.891 -5.690  0.3110
C -0.557 -2.285 -6.898  -0.4008
C -0.013 -0.972 -6.896  0.3067
N 0.391 -0.356 -5.819  -0.4875
C 0.309 -0.991 -4.604  0.2167
S 0.838 -0.427 -3.153  -0.1332
N -0.341 -2.227 -4.594  -0.5429
C 0.118 -0.210 -8.184  -0.6472
H -1.609 -4.682 -6.443  0.2154
H -2.193 -4.191 -4.840  0.2546
H -0.590 -4.904 -5.008  0.2364
H -0.847 -2.779 -7.812  0.2119
H -0.480 -2.617 -3.667  0.4600
H -0.191 -0.806 -9.043  0.1988
H 1.152 0.108 -8.312  0.2352
H -0.493 0.692 -8.133  0.2364

Cartesian forces, eV/Å:
-0.6 -0.4 -0.1
0.0 -0.1 -0.1
0.1 0.0 0.1
-0.1 -0.1 0.0
0.1 0.0 0.0
0.0 0.0 0.0
0.1 0.1 0.1
0.1 -0.1 0.0
0.0 0.0 0.0
0.0 0.0 0.1
0.4 -0.1 0.0
0.1 -0.2 -0.1
-0.2 0.2 0.0
0.0 0.0 0.1
0.0 0.0 0.0
0.0 0.0 -0.1
0.0 0.0 0.0
0.0 0.0 0.0
0.0 0.0 -0.1
0.0 0.0 0.0
-0.1 0.0 -0.1
0.0 0.0 0.0
0.2 0.2 -0.1
0.0 -0.1 0.4
-0.2 0.1 -0.2
0.1 0.0 -0.2
0.0 0.0 0.0
0.0 0.0 0.0
0.0 0.0 0.0
0.0 0.0 0.0
0.0 0.0 0.1
0.1 -0.2 -0.1
-0.2 0.0 -0.1
0.1 0.2 0.0
0.0 0.0 0.0
-0.1 0.0 0.0
-0.1 0.0 0.0
0.0 0.0 0.0
0.0 0.0 0.1
0.0 0.0 0.0
0.0 0.0 0.0
0.0 0.0 0.0
0.0 0.0 0.0
0.0 0.0 0.0
0.0 0.0 0.0
0.1 0.0 0.0
0.0 0.0 0.0
0.0 0.0 0.0
0.0 0.0 0.0
0.0 0.0 0.0
0.1 0.0 0.0
0.0 0.0 0.1
0.3 0.1 0.1
0.0 0.0 0.0
0.0 0.0 0.0
0.0 0.0 0.0
-0.1 0.0 0.0
-0.1 -0.1 0.1
0.1 0.1 -0.2
-0.1 -0.2 0.0
0.2 -0.1 0.2
-0.5 -0.1 0.0
0.3 0.4 -0.2
0.2 0.0 0.1
0.0 0.0 0.0
0.0 0.0 0.0
0.0 0.0 0.0
0.0 0.0 0.0
0.0 0.0 0.0
-0.2 0.0 0.1
0.0 0.0 0.0
0.0 0.0 0.0
0.0 0.0 0.0

=====

The following is a DFT calculation (ωB97M-V with the def2-TZVPD basis set) of a gas-phase ion, C23H36BrNO5PS (charge +1) at a distorted geometry.

- SMILES string: C#CCCCc1c[n+](C[C@H](C)Br)c(P(O)(O)=S)c(CCC(C)C)c1C(=O)OOCCCC
- Charge: +1

Each line ends with the natural charge from an NBO analysis.
Geometry (Å):
C 0.403 -5.338 0.944  -0.2129
C -0.071 -5.010 -0.140  -0.0583
C -0.267 -4.288 -1.518  -0.4694
C -1.396 -3.125 -1.463  -0.4198
C -0.937 -1.992 -2.478  -0.4558
C -0.467 -0.630 -1.836  0.0441
C -0.998 0.630 -2.492  0.0815
N -0.645 1.929 -2.070  -0.2899
C -1.288 3.040 -2.839  -0.2715
C -2.328 3.895 -1.947  -0.2328
C -3.066 3.021 -0.847  -0.6592
Br -3.742 4.509 -3.234  0.0107
C 0.257 2.154 -0.989  -0.1704
P 0.793 3.856 -0.433  1.7075
O 2.421 3.912 0.058  -0.9413
O 0.625 5.069 -1.585  -0.9300
S -0.229 4.419 1.127  -0.4658
C 0.808 0.960 -0.247  0.1111
C 1.825 1.084 0.977  -0.4754
C 3.277 0.829 0.374  -0.4055
C 4.456 0.738 1.444  -0.2134
C 3.993 0.718 2.961  -0.6301
C 5.506 1.901 1.163  -0.6158
C 0.445 -0.447 -0.659  -0.0595
C 1.009 -1.689 0.122  0.7671
O 2.040 -2.256 -0.124  -0.4663
O 0.178 -2.179 1.175  -0.2504
O -0.302 -1.132 1.917  -0.2623
C -1.737 -0.994 1.815  -0.1105
C -2.500 -2.058 2.755  -0.4331
C -3.058 -3.317 1.961  -0.4253
C -4.098 -2.976 0.812  -0.6297
H 0.815 -5.755 1.903  0.2618
H -0.549 -5.109 -2.256  0.2475
H 0.702 -3.849 -1.927  0.2314
H -1.593 -2.780 -0.411  0.2411
H -2.353 -3.638 -1.811  0.2409
H -1.837 -1.758 -3.144  0.2363
H -0.122 -2.327 -3.206  0.2546
H -1.711 0.520 -3.368  0.2572
H -1.920 2.616 -3.687  0.2574
H -0.503 3.693 -3.328  0.2429
H -1.879 4.839 -1.533  0.2587
H -3.601 2.170 -1.374  0.2162
H -2.302 2.671 -0.095  0.2301
H -3.871 3.669 -0.379  0.2602
H 2.920 4.517 -0.541  0.5132
H 1.256 4.860 -2.318  0.4932
H 1.620 0.271 1.733  0.2626
H 1.696 2.072 1.506  0.2596
H 3.283 -0.138 -0.229  0.2269
H 3.460 1.654 -0.391  0.2063
H 5.006 -0.247 1.265  0.2118
H 3.358 1.594 3.281  0.2122
H 3.340 -0.212 3.095  0.2072
H 4.897 0.542 3.629  0.2361
H 5.732 1.948 0.047  0.2056
H 5.092 2.886 1.535  0.2098
H 6.476 1.613 1.671  0.2241
H -2.141 -0.965 0.760  0.1817
H -1.983 0.024 2.271  0.2170
H -1.825 -2.408 3.592  0.2379
H -3.390 -1.487 3.188  0.2135
H -2.223 -4.000 1.588  0.2254
H -3.626 -3.948 2.727  0.2230
H -5.080 -2.572 1.206  0.2213
H -4.324 -3.951 0.267  0.2250
H -3.729 -2.246 0.032  0.1822

Cartesian forces, eV/Å:
-0.5 -0.4 -0.7
1.5 1.1 0.1
-0.4 -1.0 1.0
0.7 -1.5 -0.7
-0.8 0.8 -0.2
0.3 2.4 0.6
1.6 -1.0 2.0
0.6 -2.2 0.2
-1.1 1.2 -0.5
-0.1 -0.5 0.1
0.0 0.6 -0.9
0.8 -0.1 0.5
0.7 -3.3 -0.4
0.1 2.8 2.9
-1.9 -0.1 -2.5
1.5 -2.8 0.1
0.3 -0.9 -1.1
-0.8 -0.4 -0.6
-0.2 -0.4 -1.0
-0.1 0.1 -0.4
0.5 0.4 -0.1
-0.3 -1.3 -0.4
-0.1 -0.9 -0.1
-1.6 2.3 -1.7
0.1 -0.3 0.6
-1.8 1.0 0.0
1.6 -0.9 -2.2
-1.2 2.3 0.5
-1.5 -0.1 1.6
-0.4 0.1 -1.2
-0.4 -0.3 0.6
0.0 -0.6 -0.1
-0.8 0.8 -1.7
0.1 1.2 0.8
-1.0 -0.7 1.1
0.5 -0.2 -1.2
1.1 1.1 0.3
1.3 -0.1 0.8
-1.0 0.2 1.2
1.0 0.4 1.4
1.1 0.2 1.3
-0.9 -0.8 0.8
-0.4 -1.2 -0.4
0.7 0.8 0.8
-1.1 0.3 -0.6
1.2 -0.8 -0.3
-0.2 -0.5 0.6
-0.6 0.6 0.3
-0.2 0.9 -0.9
0.3 -1.1 -0.7
-0.3 1.2 0.8
0.0 -1.0 1.1
-0.8 1.3 0.2
1.0 -0.7 -0.3
0.8 1.2 0.0
-1.2 0.6 -0.8
-0.3 0.1 1.4
0.7 -1.0 -0.4
-1.1 0.7 -0.4
0.8 -0.3 1.0
0.9 -1.2 -0.7
-0.7 0.6 -1.0
1.2 -0.9 -0.4
-1.0 1.1 0.3
0.8 0.8 -1.0
1.2 -0.4 -0.3
0.2 1.3 0.6
-0.3 -0.7 0.9

=====

The following is a DFT calculation (ωB97M-V with the def2-TZVPD basis set) of a molecular structure, C23H36F3IN4O6S at a distorted geometry.

Each line ends with the Mulliken charge.
Geometry (Å):
O -4.875 0.219 0.545  -0.4344
C -4.599 0.933 -0.377  0.2172
I -6.158 2.296 -1.135  -0.0164
C -3.231 0.986 -1.155  -0.8678
C -1.942 0.542 -0.322  1.1580
C -1.208 -0.518 -1.245  -1.4063
C -1.833 -1.982 -1.221  -0.0316
O -2.644 -2.269 -0.079  -0.4900
C -2.639 -2.387 -2.522  0.6793
F -2.619 -3.792 -2.584  -0.2637
F -2.023 -1.977 -3.714  -0.2758
F -3.991 -2.045 -2.483  -0.2519
C -0.936 1.814 -0.422  -0.7321
O -0.777 2.488 0.876  -0.2324
S -0.796 1.153 1.890  1.0775
O -1.374 1.373 3.213  -0.5586
O 0.384 0.288 1.903  -0.5473
O -2.025 0.341 1.090  -0.3134
H -3.323 0.290 -2.050  0.2921
H -3.154 2.028 -1.605  0.5775
H -0.120 -0.599 -0.922  0.5165
H -1.188 -0.133 -2.306  0.3703
H -0.956 -2.704 -1.159  0.3669
H -3.469 -1.743 -0.078  0.3076
H 0.143 1.491 -0.618  0.3811
H -1.098 2.545 -1.268  0.4289
C -3.176 -7.364 1.367  -1.3809
C -2.040 -6.549 1.980  -0.3933
C -1.649 -5.339 1.129  0.2479
C -1.183 -5.790 -0.214  0.1962
N -0.821 -6.138 -1.254  -0.5737
H -2.891 -7.787 0.401  0.3628
H -3.439 -8.198 2.021  0.3842
H -4.069 -6.748 1.224  0.3202
H -1.173 -7.198 2.119  0.3270
H -2.347 -6.203 2.971  0.3581
H -0.844 -4.783 1.617  0.0460
H -2.499 -4.664 1.005  0.2070
C 0.463 5.265 2.414  -1.0274
C 0.847 6.739 2.378  -0.5141
C 0.589 7.386 1.014  -0.5461
C 1.396 6.697 -0.038  0.1529
N 2.026 6.160 -0.858  -0.1818
H 1.059 4.677 1.711  0.3057
H 0.635 4.851 3.410  0.3702
H -0.593 5.128 2.166  0.2618
H 1.904 6.838 2.642  0.3134
H 0.275 7.275 3.140  0.3193
H 0.866 8.442 1.041  0.2890
H -0.469 7.319 0.752  0.2663
C 1.443 -3.510 4.054  -0.9888
C 2.736 -4.319 4.053  -0.4307
C 2.891 -5.192 2.804  -0.4365
C 1.767 -6.168 2.721  0.1999
N 0.896 -6.923 2.659  -0.4544
H 0.563 -4.158 4.058  0.2526
H 1.388 -2.883 4.946  0.3482
H 1.387 -2.859 3.177  0.2480
H 2.763 -4.947 4.948  0.2978
H 3.585 -3.633 4.116  0.3129
H 3.835 -5.739 2.842  0.3148
H 2.895 -4.574 1.903  0.2675
C 3.451 3.482 -5.391  -1.0567
C 3.899 4.913 -5.666  -0.4197
C 4.725 5.509 -4.524  -0.5457
C 3.915 5.540 -3.269  0.2110
N 3.282 5.563 -2.291  -0.2040
H 2.796 3.426 -4.518  0.2841
H 2.891 3.088 -6.242  0.3191
H 4.311 2.828 -5.218  0.2959
H 3.016 5.533 -5.846  0.2925
H 4.495 4.929 -6.583  0.3051
H 5.033 6.527 -4.774  0.2582
H 5.626 4.915 -4.352  0.2671

Cartesian forces, eV/Å:
0.7 0.9 -1.5
0.2 -0.8 0.6
0.6 -0.3 0.1
-1.3 0.0 0.3
1.8 2.3 -2.2
0.5 -0.8 0.8
0.1 0.1 0.0
0.2 0.4 -0.8
0.3 -2.4 -0.5
-0.3 2.5 0.0
-1.5 -0.1 2.2
2.4 0.1 -0.4
2.5 0.1 -1.1
-0.8 -2.7 0.8
-1.3 -2.0 2.8
1.1 0.9 -2.8
-1.4 2.2 -1.3
0.8 0.6 -0.9
-0.3 0.8 1.2
0.1 -1.3 0.8
-1.4 0.0 -0.3
-0.1 -0.2 1.1
-1.3 0.8 -0.3
0.5 -0.2 -0.1
-1.5 -0.2 0.0
-0.5 -0.5 1.4
-0.1 0.1 0.0
-0.2 -0.5 0.0
0.1 -0.5 -0.4
0.1 0.3 0.0
-0.2 0.2 0.7
0.0 0.1 0.0
0.0 0.1 0.0
0.0 -0.1 0.0
-0.2 0.3 0.0
0.1 0.1 -0.1
0.0 0.0 -0.1
0.1 0.0 -0.1
0.0 -0.1 0.1
0.0 -0.2 0.2
0.6 -0.3 -0.2
0.0 0.2 -0.3
-4.6 2.2 4.9
-0.1 0.1 0.0
-0.1 0.0 0.0
0.1 0.0 0.0
-0.1 0.1 -0.1
0.0 0.1 -0.1
0.0 -0.1 -0.1
0.1 0.0 -0.1
0.0 0.0 0.0
-0.2 0.2 0.2
-0.5 -0.4 0.3
0.1 -0.1 -0.3
1.0 0.5 0.2
0.1 0.0 0.0
0.0 0.0 -0.1
0.0 0.0 0.1
0.1 0.0 -0.1
0.0 -0.1 -0.1
-0.1 -0.1 -0.1
-0.1 -0.1 0.0
-0.1 -0.1 -0.1
-0.1 -0.2 -0.2
-0.7 0.1 0.4
0.1 0.3 0.2
4.5 -2.2 -5.0
0.1 0.0 0.0
0.1 0.0 0.0
-0.1 0.0 0.0
0.1 0.1 0.0
0.0 0.1 0.1
0.0 -0.1 0.1
-0.1 0.0 0.1

=====

no.,E_LUMO (eV),E_HOMO (eV),orbital gap (eV)
1,3.6159,-2.44,6.060
2,-4.9577,-12.09,7.131
3,-0.0638,-8.95,8.891